[1]
C4H13NO2S | ωB97M-V/def2-TZVPD

LUMO level, eV: 0.54
Energy above the lowest of the compared OMol25 structures with the same formula, charge and spin, kcal/mol: 74.2
Kohn-Sham gap, eV: 9.29

The geometry in ORCA input format:
```
! RIJCOSX wB97M-V def2-TZVPD def2/J DEFGRID3
* xyz 0 1
O 1.047 -0.449 2.717
C 1.155 0.905 2.578
N 0.542 1.072 1.144
C -0.879 1.319 0.858
C -1.319 0.677 -0.599
C -0.307 1.101 -1.723
S 0.222 -0.378 -2.774
H 1.392 -1.060 3.367
H 2.115 1.142 2.394
H 0.644 1.546 3.217
H 0.915 0.490 0.576
H -1.324 2.419 0.791
H -1.465 0.882 1.622
H -1.402 -0.407 -0.685
H -2.377 1.005 -0.937
H -0.966 1.741 -2.377
H 0.653 1.704 -1.459
H 1.352 -0.582 -2.049
O -0.740 -3.180 0.283
H -1.356 -2.726 0.919
H 0.097 -2.582 0.306
*
```

So, what does the Löwdin scheme give us? The charges, in e, come out as: number 1, O, carries -0.0409; number 2, C, carries -0.2034; number 3, N, carries -0.0187; number 4, C, carries -0.2010; number 5, C, carries -0.2410; number 6, C, carries -0.5518; number 7, S, carries 0.6414; number 8, H, carries 0.0967; number 9, H, carries 0.0741; number 10, H, carries 0.1018; number 11, H, carries -0.0121; number 12, H, carries 0.1301; number 13, H, carries 0.0704; number 14, H, carries 0.0457; number 15, H, carries 0.1186; number 16, H, carries 0.0617; number 17, H, carries 0.0958; number 18, H, carries -0.1593; number 19, O, carries -0.1250; number 20, H, carries 0.0476; number 21, H, carries 0.0692



[2]
C2H2N2O2S2 | ωB97M-V/def2-TZVPD

LUMO level, eV: 0.14
Energy above the lowest of the compared OMol25 structures with the same formula, charge and spin, kcal/mol: 0.4
Kohn-Sham gap, eV: 9.64

The geometry in ORCA input format:
```
! RIJCOSX wB97M-V def2-TZVPD def2/J DEFGRID3
* xyz 0 1
O -1.451 -1.991 0.590
C -0.756 -1.038 0.302
N 0.625 -1.011 0.393
S 1.592 -0.187 -0.747
C 1.090 1.504 -0.453
O 1.773 2.450 -0.726
S -0.526 1.671 0.304
N -1.232 0.191 -0.155
H 1.075 -1.806 0.869
H -2.191 0.217 -0.377
*
```

So, what does the Löwdin scheme give us? The charges, in e, come out as: number 1, O, carries 0.0761; number 2, C, carries -0.6733; number 3, N, carries -0.2828; number 4, S, carries 0.9874; number 5, C, carries -0.9928; number 6, O, carries -0.0349; number 7, S, carries 0.9907; number 8, N, carries -0.2749; number 9, H, carries 0.1206; number 10, H, carries 0.0839



[3]
C16H44O6 | ωB97M-V/def2-TZVPD

LUMO level, eV: 0.46
Energy above the lowest of the compared OMol25 structures with the same formula, charge and spin, kcal/mol: 36.2
Kohn-Sham gap, eV: 9.99

The geometry in ORCA input format:
```
! RIJCOSX wB97M-V def2-TZVPD def2/J DEFGRID3
* xyz 0 1
C -1.590 5.311 -17.139
C -0.067 5.279 -17.231
C 0.483 4.091 -16.475
O 0.237 5.407 -18.615
H -1.944 4.381 -17.601
H -2.132 6.112 -17.639
H -1.975 5.261 -16.118
H 0.289 6.144 -16.652
H 0.324 4.205 -15.406
H 1.547 3.967 -16.696
H -0.008 3.159 -16.774
H 1.201 5.337 -18.656
C -2.130 0.951 -19.815
C -3.382 1.324 -19.019
C -4.510 1.892 -19.854
O -3.907 0.032 -18.586
H -1.384 0.353 -19.283
H -1.522 1.813 -20.121
H -2.389 0.440 -20.744
H -3.085 1.881 -18.128
H -4.311 2.865 -20.300
H -5.404 1.995 -19.236
H -4.836 1.249 -20.673
H -3.166 -0.509 -18.310
C 0.826 7.217 -25.559
C 0.192 8.533 -25.130
C 1.203 9.631 -24.826
O -0.596 8.896 -26.275
H 1.658 7.447 -26.230
H 0.257 6.456 -26.096
H 1.199 6.601 -24.727
H -0.412 8.434 -24.221
H 1.477 10.127 -25.757
H 2.085 9.244 -24.319
H 0.700 10.334 -24.162
H -1.397 8.352 -26.275
C -2.686 0.185 -24.688
C -3.134 -0.634 -25.893
C -4.570 -0.298 -26.290
O -2.234 -0.465 -27.011
H -1.724 -0.093 -24.262
H -3.459 0.154 -23.914
H -2.717 1.241 -24.971
H -3.052 -1.714 -25.718
H -4.541 0.324 -27.185
H -5.169 0.164 -25.508
H -5.094 -1.224 -26.534
H -1.564 -1.138 -26.884
C -1.196 5.494 -22.737
C -1.897 4.482 -21.855
C -2.786 3.479 -22.524
O -0.869 3.857 -21.051
H -0.589 4.879 -23.407
H -0.788 6.343 -22.199
H -1.928 5.899 -23.453
H -2.534 5.011 -21.120
H -3.639 4.050 -22.891
H -3.035 2.624 -21.910
H -2.223 3.094 -23.386
H -0.492 4.552 -20.501
C -2.663 6.086 -26.523
O -2.693 7.173 -25.609
H -2.052 6.406 -27.368
H -2.222 5.182 -26.092
H -3.633 5.806 -26.945
H -3.503 7.097 -25.096
*
```

So, what does the Löwdin scheme give us? The charges, in e, come out as: number 1, C, carries -0.0575; number 2, C, carries -0.5025; number 3, C, carries -0.0582; number 4, O, carries -0.0459; number 5, H, carries 0.0701; number 6, H, carries 0.0789; number 7, H, carries 0.0819; number 8, H, carries 0.1324; number 9, H, carries 0.0848; number 10, H, carries 0.0800; number 11, H, carries 0.0803; number 12, H, carries 0.1010; number 13, C, carries -0.0669; number 14, C, carries -0.4360; number 15, C, carries -0.0611; number 16, O, carries -0.0815; number 17, H, carries 0.0775; number 18, H, carries 0.0567; number 19, H, carries 0.0804; number 20, H, carries 0.1263; number 21, H, carries 0.0612; number 22, H, carries 0.0812; number 23, H, carries 0.0866; number 24, H, carries 0.0682; number 25, C, carries -0.0675; number 26, C, carries -0.4825; number 27, C, carries -0.0526; number 28, O, carries -0.0723; number 29, H, carries 0.0816; number 30, H, carries 0.0623; number 31, H, carries 0.0721; number 32, H, carries 0.1222; number 33, H, carries 0.0830; number 34, H, carries 0.0778; number 35, H, carries 0.0743; number 36, H, carries 0.0362; number 37, C, carries -0.0651; number 38, C, carries -0.4822; number 39, C, carries -0.0516; number 40, O, carries -0.0609; number 41, H, carries 0.0783; number 42, H, carries 0.0720; number 43, H, carries 0.0733; number 44, H, carries 0.1295; number 45, H, carries 0.0817; number 46, H, carries 0.0719; number 47, H, carries 0.0742; number 48, H, carries 0.0789; number 49, C, carries -0.0490; number 50, C, carries -0.4948; number 51, C, carries -0.0480; number 52, O, carries -0.0738; number 53, H, carries 0.0904; number 54, H, carries 0.0856; number 55, H, carries 0.0631; number 56, H, carries 0.1357; number 57, H, carries 0.0921; number 58, H, carries 0.0429; number 59, H, carries 0.0773; number 60, H, carries 0.0487; number 61, C, carries -0.1416; number 62, O, carries -0.1374; number 63, H, carries 0.0842; number 64, H, carries 0.0762; number 65, H, carries 0.0830; number 66, H, carries 0.0931



[4]
C30H70BeN10O14SY | ωB97M-V/def2-TZVPD

LUMO level, eV: -8.94
Energy above the lowest of the compared OMol25 structures with the same formula, charge and spin, kcal/mol: 145.6
Kohn-Sham gap, eV: 6.30

The geometry in ORCA input format:
```
! RIJCOSX wB97M-V def2-TZVPD def2/J DEFGRID3
* xyz 3 1
Y -1.812 -2.510 -0.390
Be 1.730 2.171 -1.035
S -0.146 -0.115 -0.434
O -0.349 -1.202 -1.318
O 1.153 -0.012 0.135
O -0.569 1.161 -0.991
O -1.160 -0.581 0.476
C 3.746 1.855 1.566
O 3.708 2.339 0.381
N 4.807 1.945 2.337
C 6.136 2.300 1.812
C 4.900 1.521 3.681
H 2.893 1.411 2.102
H 6.403 1.632 0.993
H 6.943 2.241 2.542
H 6.193 3.334 1.471
H 5.485 2.292 4.181
H 3.988 1.346 4.251
H 5.534 0.639 3.775
C -1.086 -2.908 3.271
O -1.194 -2.995 2.072
N -0.198 -2.020 3.759
C -0.260 -1.526 5.156
C 0.737 -1.143 2.963
H -1.636 -3.502 4.017
H 0.674 -1.707 5.689
H -1.136 -1.829 5.728
H -0.462 -0.465 5.012
H 1.629 -0.792 3.481
H 1.158 -1.726 2.144
H 0.142 -0.283 2.654
C -0.799 -4.297 -3.422
O -1.347 -3.707 -2.449
N 0.061 -3.678 -4.254
C 0.974 -4.385 -5.137
C 0.141 -2.208 -4.292
H -0.883 -5.377 -3.616
H 0.467 -5.104 -5.781
H 1.766 -4.892 -4.586
H 1.372 -3.620 -5.802
H 0.177 -1.983 -5.358
H -0.598 -1.628 -3.741
H 1.109 -1.892 -3.902
C 1.273 4.389 2.009
O 1.455 3.744 0.991
N 0.932 3.762 3.148
C 0.706 4.514 4.436
C 0.595 2.304 3.108
H 1.592 5.436 2.126
H 0.899 5.583 4.346
H 1.470 4.223 5.158
H -0.233 4.324 4.957
H -0.414 2.320 3.520
H 0.671 1.743 2.176
H 1.216 1.834 3.869
C -4.344 -1.969 2.051
O -3.533 -2.031 1.117
N -4.496 -1.010 2.975
C -5.514 -1.205 3.983
C -3.377 -0.061 3.328
H -5.119 -2.724 2.255
H -6.426 -1.628 3.560
H -5.843 -0.215 4.300
H -5.114 -1.848 4.767
H -2.792 -0.138 4.245
H -2.635 -0.115 2.531
H -3.733 0.955 3.504
C -4.698 3.532 0.943
O -5.046 2.971 -0.093
N -3.473 3.597 1.448
C -2.353 2.919 0.791
C -3.056 4.161 2.789
H -5.475 3.874 1.644
H -1.501 3.599 0.810
H -2.457 2.598 -0.246
H -1.887 2.085 1.315
H -2.632 3.372 3.410
H -2.417 5.036 2.677
H -3.891 4.450 3.427
C 4.203 -0.290 -1.772
O 3.158 0.313 -1.811
N 4.812 -1.006 -2.767
C 4.199 -1.331 -3.988
C 6.155 -1.435 -2.611
H 4.915 -0.161 -0.942
H 3.167 -1.055 -4.205
H 4.376 -2.397 -4.136
H 4.759 -0.904 -4.821
H 6.602 -1.291 -1.628
H 6.268 -2.519 -2.606
H 6.822 -1.042 -3.378
C 0.551 1.426 -4.798
O 0.963 1.520 -3.665
N -0.752 1.515 -5.137
C -1.104 1.695 -6.494
C -1.905 1.698 -4.208
H 1.162 1.323 -5.708
H -1.483 2.709 -6.620
H -1.997 1.164 -6.823
H -0.318 1.490 -7.220
H -2.660 0.934 -4.392
H -1.550 1.701 -3.177
H -2.438 2.635 -4.368
C -3.793 0.191 -1.678
O -3.117 -0.858 -1.527
N -4.618 0.465 -2.730
C -5.251 1.765 -2.818
C -5.125 -0.538 -3.641
H -3.657 0.984 -0.926
H -5.560 2.267 -3.735
H -4.566 2.536 -2.467
H -6.029 1.841 -2.058
H -4.938 -1.572 -3.351
H -6.214 -0.532 -3.581
H -4.774 -0.464 -4.670
C 1.707 -3.197 -0.070
O 0.495 -3.280 -0.169
N 2.443 -3.662 0.991
C 3.970 -3.739 0.977
C 1.834 -4.263 2.176
H 2.466 -2.770 -0.744
H 4.035 -3.385 2.006
H 4.443 -3.039 0.287
H 4.509 -4.686 0.992
H 1.923 -3.481 2.930
H 0.814 -4.608 2.007
H 2.354 -5.142 2.555
*
```

Here are the Löwdin charges for atoms 1 to 99, given in e: number 1, Y, carries 1.7441; number 2, Be, carries 1.1428; number 3, S, carries 0.1637; number 4, O, carries -0.4048; number 5, O, carries -0.2867; number 6, O, carries -0.2903; number 7, O, carries -0.4074; number 8, C, carries -0.2587; number 9, O, carries -0.0548; number 10, N, carries -0.1618; number 11, C, carries -0.0006; number 12, C, carries -0.0544; number 13, H, carries 0.1260; number 14, H, carries 0.0973; number 15, H, carries 0.1010; number 16, H, carries 0.1076; number 17, H, carries 0.1058; number 18, H, carries 0.0942; number 19, H, carries 0.1055; number 20, C, carries -0.2971; number 21, O, carries -0.0737; number 22, N, carries -0.1320; number 23, C, carries -0.0352; number 24, C, carries -0.0219; number 25, H, carries 0.1652; number 26, H, carries 0.0984; number 27, H, carries 0.0936; number 28, H, carries 0.0714; number 29, H, carries 0.0954; number 30, H, carries 0.0595; number 31, H, carries 0.0617; number 32, C, carries -0.2144; number 33, O, carries -0.1337; number 34, N, carries -0.1520; number 35, C, carries -0.0223; number 36, C, carries -0.0148; number 37, H, carries 0.1619; number 38, H, carries 0.1047; number 39, H, carries 0.0996; number 40, H, carries 0.0907; number 41, H, carries 0.0959; number 42, H, carries 0.0818; number 43, H, carries 0.0781; number 44, C, carries -0.3047; number 45, O, carries -0.0523; number 46, N, carries -0.1332; number 47, C, carries -0.0121; number 48, C, carries -0.0378; number 49, H, carries 0.1598; number 50, H, carries 0.0953; number 51, H, carries 0.0865; number 52, H, carries 0.0870; number 53, H, carries 0.0764; number 54, H, carries 0.0589; number 55, H, carries 0.0824; number 56, C, carries -0.2488; number 57, O, carries -0.1115; number 58, N, carries -0.1291; number 59, C, carries -0.0351; number 60, C, carries 0.0059; number 61, H, carries 0.1584; number 62, H, carries 0.1018; number 63, H, carries 0.1040; number 64, H, carries 0.1060; number 65, H, carries 0.0795; number 66, H, carries 0.0680; number 67, H, carries 0.0832; number 68, C, carries -0.3269; number 69, O, carries -0.0062; number 70, N, carries -0.1337; number 71, C, carries -0.0514; number 72, C, carries -0.0185; number 73, H, carries 0.1446; number 74, H, carries 0.0789; number 75, H, carries 0.0676; number 76, H, carries 0.0645; number 77, H, carries 0.0614; number 78, H, carries 0.0920; number 79, H, carries 0.0904; number 80, C, carries -0.2945; number 81, O, carries -0.0081; number 82, N, carries -0.1831; number 83, C, carries -0.0462; number 84, C, carries -0.0625; number 85, H, carries 0.1357; number 86, H, carries 0.0815; number 87, H, carries 0.0991; number 88, H, carries 0.1063; number 89, H, carries 0.0941; number 90, H, carries 0.0977; number 91, H, carries 0.1108; number 92, C, carries -0.3252; number 93, O, carries -0.0191; number 94, N, carries -0.1627; number 95, C, carries -0.0786; number 96, C, carries 0.0013; number 97, H, carries 0.1462; number 98, H, carries 0.1003; number 99, H, carries 0.0946



[5]
C11H18Br15F4NOSSi | ωB97M-V/def2-TZVPD

LUMO level, eV: -0.10
Kohn-Sham gap, eV: 9.60

The geometry in ORCA input format:
```
! RIJCOSX wB97M-V def2-TZVPD def2/J DEFGRID3
* xyz 0 1
N -1.366 0.763 -0.302
Si 0.239 0.141 -0.472
S 0.292 -0.563 -2.479
C 1.544 1.430 -0.117
C 2.962 1.239 -0.694
C 3.108 1.663 -2.173
C 4.356 2.507 -2.457
O 5.501 1.712 -2.757
C 0.318 -1.291 0.831
F -0.276 -0.869 1.985
F -0.376 -2.381 0.397
C 1.693 -1.823 1.212
F 2.434 -1.980 0.082
F 2.325 -0.966 2.029
H -1.580 1.479 -0.989
H -1.476 1.177 0.620
H 1.270 -1.466 -2.368
H 1.612 1.577 0.969
H 1.132 2.367 -0.515
H 3.300 0.207 -0.582
H 3.653 1.843 -0.096
H 2.210 2.171 -2.533
H 3.228 0.756 -2.774
H 4.157 3.211 -3.275
H 4.635 3.102 -1.584
H 5.412 1.371 -3.656
H 1.602 -2.791 1.719
C -5.252 -0.537 1.027
Br -5.470 0.495 -0.587
Br -3.537 -1.383 1.083
Br -5.565 0.558 2.579
H -6.004 -1.311 1.023
C -5.887 1.655 -4.818
Br -7.374 0.707 -4.059
Br -4.810 2.481 -3.455
Br -4.834 0.527 -5.961
H -6.291 2.449 -5.430
C 2.863 -2.732 5.884
Br 2.117 -3.310 7.557
Br 1.509 -2.116 4.671
Br 4.228 -1.405 6.138
H 3.334 -3.592 5.429
C -5.100 4.019 1.108
Br -5.299 4.757 -0.655
Br -3.348 3.286 1.368
Br -5.541 5.296 2.471
H -5.798 3.196 1.193
C 2.764 -5.432 0.628
Br 4.606 -4.892 0.600
Br 2.459 -6.996 -0.440
Br 2.132 -5.676 2.431
H 2.189 -4.627 0.193
*
```

So, what does the Löwdin scheme give us? The charges, in e, come out as: number 1, N, carries -0.0877; number 2, Si, carries 0.2611; number 3, S, carries 0.5497; number 4, C, carries -0.2666; number 5, C, carries -0.2459; number 6, C, carries -0.2010; number 7, C, carries -0.2683; number 8, O, carries -0.0751; number 9, C, carries -0.5048; number 10, F, carries 0.0243; number 11, F, carries 0.0288; number 12, C, carries -0.3876; number 13, F, carries 0.0443; number 14, F, carries 0.0361; number 15, H, carries 0.0330; number 16, H, carries -0.0124; number 17, H, carries -0.1873; number 18, H, carries 0.0833; number 19, H, carries 0.0799; number 20, H, carries 0.0913; number 21, H, carries 0.1067; number 22, H, carries 0.1012; number 23, H, carries 0.0984; number 24, H, carries 0.1118; number 25, H, carries 0.1132; number 26, H, carries 0.0848; number 27, H, carries 0.1035; number 28, C, carries -1.6049; number 29, Br, carries 0.5444; number 30, Br, carries 0.6436; number 31, Br, carries 0.5854; number 32, H, carries -0.0285; number 33, C, carries -1.6407; number 34, Br, carries 0.5707; number 35, Br, carries 0.5216; number 36, Br, carries 0.5818; number 37, H, carries -0.0298; number 38, C, carries -1.6461; number 39, Br, carries 0.5765; number 40, Br, carries 0.6497; number 41, Br, carries 0.5819; number 42, H, carries -0.0351; number 43, C, carries -1.6683; number 44, Br, carries 0.5589; number 45, Br, carries 0.5679; number 46, Br, carries 0.5903; number 47, H, carries -0.0823; number 48, C, carries -1.6642; number 49, Br, carries 0.5912; number 50, Br, carries 0.5940; number 51, Br, carries 0.5800; number 52, H, carries -0.0524